Molecular formula: C36H96O12
Method: DFT, ωB97M-V with the def2-TZVPD basis set

For the energy relative to the best compared isomer or geometry (same formula, charge and spin), the calculation gives 5.668 eV. The calculated total energy comes out at -63454.294 eV. As for the spin multiplicity: 1. The net charge is 0. The molecular weight comes out at 721.15 g mol⁻¹.

Structure (XYZ):
```
144
Properties=species:S:1:pos:R:3:forces:R:3:lowdin_charge:R:1
C 1.033 23.434 -24.877 -1.09 0.18 0.17 -0.51
H 5.274 23.119 -23.080 -0.33 -0.16 -0.23 0.04
H -2.193 16.351 -24.705 0.53 -0.45 0.32 0.08
C -1.187 21.663 -22.004 -0.40 -0.07 0.49 -0.05
H -1.805 19.938 -28.307 1.15 -0.06 -0.42 0.08
C 0.469 24.537 -24.026 0.03 1.04 1.05 -0.05
H 4.022 18.512 -20.993 0.36 0.11 -0.01 0.05
H 5.931 25.708 -23.107 0.25 0.42 0.07 0.08
H 5.072 17.998 -22.362 0.01 0.02 0.13 0.08
H 3.664 14.154 -27.146 -0.15 0.30 0.05 0.05
H 1.439 13.683 -26.088 -0.06 -0.35 0.15 0.14
C 4.055 18.230 -22.046 -0.79 1.09 -0.13 -0.03
O 1.535 22.399 -24.064 0.51 -0.79 0.81 -0.06
C 6.490 21.118 -27.200 -2.65 -0.23 1.30 -0.07
H 3.382 15.303 -24.348 0.33 -0.28 -0.22 0.06
H 0.582 16.299 -21.737 0.16 0.17 -0.34 0.08
H 0.899 17.722 -23.452 0.71 0.46 -0.36 0.06
H 2.055 20.001 -27.320 0.18 -0.08 0.21 0.05
H 2.492 21.013 -18.934 -0.11 0.02 -0.01 0.09
H 4.657 12.765 -20.275 0.72 0.21 0.35 0.14
C -2.274 22.133 -22.930 -1.61 -0.05 0.62 -0.44
H 4.334 21.182 -17.382 -0.20 0.20 -0.09 0.08
H -3.953 21.346 -23.981 -0.31 -0.11 0.11 0.08
H 5.452 15.386 -28.601 -0.16 -0.18 0.26 0.07
H 3.392 12.485 -26.872 0.14 -0.23 0.13 0.08
C 3.970 22.174 -19.364 1.75 -0.80 0.63 -0.46
C -3.502 21.180 -23.002 0.48 0.20 -0.60 -0.04
C 5.390 17.531 -28.750 -0.99 0.35 -1.44 -0.49
H 8.590 19.349 -27.217 0.21 0.02 0.20 0.07
C 8.649 20.268 -27.800 0.53 0.46 0.61 -0.03
H 1.636 24.356 -26.738 -0.21 -0.23 -0.14 0.09
H 5.905 22.525 -20.425 -0.01 0.27 0.55 0.08
H 2.176 15.884 -25.498 0.08 -0.04 -0.21 0.08
H 7.917 23.253 -26.865 0.30 0.34 0.08 0.05
O -2.869 23.401 -22.482 1.22 -0.30 -0.76 -0.08
H 4.805 19.616 -24.641 0.19 0.32 0.16 0.06
H 4.630 15.883 -30.036 0.23 0.25 -0.21 0.08
H 3.647 18.409 -24.863 -0.48 -0.29 0.48 0.07
H 6.747 17.516 -15.820 0.05 -0.03 0.10 0.08
H 4.073 14.821 -21.133 -0.36 0.16 -0.50 0.09
H 0.131 22.978 -25.287 0.27 -0.08 -0.99 0.13
H 3.129 20.079 -24.919 0.02 0.12 0.08 0.07
H 5.048 17.276 -26.970 -0.32 0.21 0.87 0.08
C -0.861 17.255 -23.114 -0.48 -0.75 0.45 -0.47
C 2.069 23.878 -25.860 0.18 0.45 -0.69 -0.05
C 6.948 25.314 -23.107 0.82 0.56 -0.54 -0.04
H 5.534 18.310 -30.767 0.03 -0.40 -0.06 0.08
H 1.215 21.325 -28.024 -0.62 0.30 0.45 0.06
C 3.546 13.426 -26.344 0.12 -0.34 -1.36 -0.06
H 6.475 17.431 -28.773 0.26 0.07 0.47 0.13
C 2.345 13.703 -25.482 1.23 -0.13 1.32 -0.46
H 5.210 19.586 -29.704 0.48 -0.11 0.88 0.06
H 0.244 20.152 -25.815 -0.62 -0.15 0.28 0.13
H 3.447 17.326 -22.065 -0.16 0.01 -0.67 0.07
H 7.273 18.780 -16.891 0.01 -0.17 -0.55 0.08
O 8.339 22.621 -27.451 0.36 2.24 -1.76 -0.02
H 8.208 21.393 -25.987 -0.25 -0.79 0.50 0.14
H 6.178 20.798 -28.195 0.01 0.42 0.08 0.07
H 4.873 14.696 -22.759 -0.09 -0.79 0.07 0.08
H 9.687 20.556 -27.964 0.13 -0.13 0.27 0.07
C 7.897 21.416 -27.031 2.15 -3.01 -0.36 -0.56
C -0.384 16.118 -22.209 -1.03 -0.98 0.28 -0.06
C -2.230 16.956 -23.800 0.47 0.20 0.79 -0.02
O 2.802 21.483 -19.712 -0.92 0.70 -0.88 -0.04
H 1.703 15.103 -24.018 -0.15 0.03 -0.05 0.06
C 5.873 17.406 -19.197 -0.30 1.10 0.55 -0.08
O 4.080 12.451 -22.165 -2.52 -2.27 -1.40 -0.10
C 2.433 15.064 -24.827 -0.61 0.48 0.64 -0.06
C -0.042 19.788 -26.801 -0.31 0.33 -3.68 -0.44
C 3.772 19.380 -24.384 0.79 0.23 0.16 -0.03
H -1.850 22.301 -23.920 -0.24 0.21 -0.06 0.12
C 6.366 12.278 -21.723 -0.10 1.48 2.13 -0.03
H 3.916 20.337 -22.376 0.20 0.13 -0.42 0.10
C 6.493 18.033 -16.745 -0.63 -0.22 0.72 -0.06
H 1.874 22.793 -23.257 0.18 0.06 0.18 0.08
C 4.716 21.223 -18.402 1.10 0.41 -0.91 -0.06
O -0.114 18.380 -26.926 0.33 -0.16 0.62 -0.06
H 4.726 20.218 -18.824 -0.03 -0.09 -0.02 0.06
H -1.234 21.404 -27.386 -0.64 0.20 -0.36 0.06
H 0.349 25.520 -24.481 -0.48 -0.31 -0.76 0.09
H -3.347 23.202 -21.674 0.01 0.00 0.11 0.07
C 5.699 23.289 -24.069 0.28 -0.44 1.41 -0.03
H -2.772 16.459 -22.995 -0.42 -0.29 -0.36 0.07
H 4.976 23.819 -24.688 0.05 0.37 0.05 0.08
H 4.515 13.385 -25.846 -0.18 -0.01 0.49 0.08
H 5.748 21.571 -18.397 0.17 -0.18 0.53 0.07
H 7.391 25.286 -22.111 -0.72 -0.76 0.38 0.08
H 4.521 16.285 -17.176 0.05 0.40 -0.08 0.08
H 2.975 12.591 -23.874 0.43 0.66 -0.02 0.04
H -3.333 20.109 -22.888 0.42 0.03 -0.05 0.06
H 3.954 18.535 -30.065 -0.21 -0.48 0.15 0.08
H 1.142 19.763 -28.731 -0.65 -0.31 0.04 0.07
H 3.782 16.022 -28.549 0.08 0.32 0.27 0.08
C 7.033 24.026 -23.906 -1.17 -1.50 1.49 -0.49
C 4.772 16.145 -28.987 0.37 -0.42 -0.60 -0.05
O 4.873 18.027 -27.541 0.65 -0.17 0.70 -0.05
H 6.090 16.664 -19.965 -0.38 -0.16 0.25 0.06
C 5.018 18.520 -29.830 -0.46 0.57 -1.30 -0.06
C -1.393 20.326 -27.375 0.28 0.44 1.75 -0.05
H -1.614 21.647 -21.001 0.18 0.16 0.30 0.09
H 3.852 23.082 -18.772 -0.78 0.35 -0.19 0.13
H 7.757 23.419 -23.362 -0.03 -0.46 -0.24 0.14
H -2.853 17.789 -24.124 0.44 0.55 0.33 0.06
H 1.136 24.854 -23.224 0.54 -0.49 0.34 0.08
H 4.152 11.495 -22.202 -0.18 -0.26 0.05 0.10
H -0.927 20.623 -22.198 0.33 0.09 -0.32 0.07
H -1.062 15.913 -21.380 -0.28 0.35 0.16 0.07
H 6.689 12.540 -22.730 -0.50 -0.16 -0.07 0.08
H -0.901 18.098 -22.423 -0.60 0.58 -0.23 0.12
H 0.104 17.998 -26.074 0.03 -0.30 0.39 0.05
H 6.389 11.208 -21.514 -0.21 -0.04 -0.28 0.07
H -4.222 21.474 -22.238 -0.03 -0.05 0.01 0.07
H 4.820 17.688 -19.157 -0.12 -0.06 -0.43 0.06
O 2.234 12.663 -24.480 -1.16 0.01 -0.89 -0.06
C 4.831 22.558 -20.607 -0.18 -0.57 -0.35 -0.04
H 5.761 14.845 -21.236 0.25 0.72 -0.22 0.06
H 6.218 20.329 -26.499 0.17 -0.68 -0.30 0.07
O 0.173 17.472 -24.029 0.13 0.46 -0.92 -0.07
H 7.100 12.724 -21.051 0.50 -0.17 0.02 0.07
H 7.299 16.654 -18.108 0.12 -1.48 1.18 0.13
H -2.228 20.078 -26.720 0.08 0.24 0.61 0.06
H 5.858 21.886 -26.754 -0.24 0.62 -0.66 0.07
O 5.384 15.917 -17.379 1.68 -0.05 0.04 -0.05
H 2.689 24.672 -25.442 0.27 -0.14 0.34 0.07
C 1.099 20.272 -27.768 0.82 -0.49 0.39 -0.06
H 6.451 18.290 -19.465 -0.03 0.22 -0.12 0.08
O 7.471 24.087 -25.211 1.24 1.41 -1.47 -0.05
H 4.759 21.881 -21.458 -0.51 -0.52 0.32 0.04
H -0.325 22.328 -22.041 0.02 -0.22 0.13 0.07
H 6.742 24.505 -25.676 0.03 0.25 -0.48 0.10
H 7.709 25.975 -23.522 -0.51 0.58 -0.65 0.08
H 5.898 22.339 -24.565 -0.11 -0.08 0.19 0.07
H 4.619 23.516 -21.083 -0.29 0.27 0.58 0.07
O 2.064 19.523 -22.727 0.44 -0.71 0.72 -0.07
C 6.299 16.963 -17.801 -0.25 0.26 -1.46 -0.47
H -0.385 15.164 -22.736 0.42 0.01 -0.29 0.08
C 3.506 19.452 -22.865 -0.74 -1.41 -0.55 -0.40
H 1.782 20.383 -23.047 -0.12 0.21 -0.23 0.05
H -0.450 24.226 -23.530 -0.11 0.17 -0.15 0.06
H 5.562 18.559 -16.535 -0.17 0.16 -0.10 0.07
C 5.013 12.960 -21.287 0.99 -0.68 -2.93 -0.46
C 4.891 14.392 -21.712 1.53 1.70 2.73 -0.06
H 8.278 19.976 -28.783 -0.52 0.57 -0.07 0.07
H 2.693 23.040 -26.169 -0.04 0.05 -0.06 0.08
```
Positions in Å, forces in eV/Å.